Density functional theory data (ωB97M-V/def2-TZVPD) for C23H32N2O4 in the gas phase.

Geometry as XYZ:
```
61
Properties=species:S:1:pos:R:3:forces:R:3:mulliken_charge:R:1
C -9.1205 -0.7104 1.6535 0.01 -0.03 0.00 -0.678
O -9.0791 0.2262 0.6071 -0.08 -0.05 -0.15 -0.374
C -7.8602 0.9201 0.4876 0.25 0.16 -0.10 -0.607
C -6.7422 0.0842 -0.1492 -0.33 0.34 0.24 -0.516
C -5.5015 0.9388 -0.3490 -0.22 -0.34 -0.14 0.912
O -5.4476 2.0932 0.0289 -0.15 0.32 0.23 -0.671
N -4.4585 0.3564 -0.9935 0.32 0.07 -0.23 0.065
C -4.3383 -1.0285 -1.3808 -0.01 -0.32 0.17 -0.956
C -3.2877 -1.7308 -0.5171 0.28 0.07 -0.23 -0.613
C -1.9426 -1.0108 -0.6380 -0.39 0.28 0.01 0.045
O -1.0465 -1.6677 0.2396 0.10 -0.13 0.08 -0.433
C 0.2993 -1.5400 0.0766 0.21 -0.07 0.12 0.845
C 1.0775 -2.2499 0.9935 -0.19 0.07 -0.06 -0.801
C 2.4533 -2.2156 0.9234 0.02 0.09 -0.10 -0.371
C 3.0886 -1.4629 -0.0577 -0.07 -0.13 -0.18 0.122
C 4.5854 -1.4571 -0.1603 -0.21 0.08 0.04 -0.051
O 5.2156 -2.3815 -0.6415 0.10 -0.27 -0.12 -0.683
N 5.1714 -0.3454 0.3192 0.24 0.04 0.01 0.182
C 4.5084 0.7656 0.9772 -0.42 0.32 0.38 -0.947
C 5.6567 1.7350 1.2792 0.00 0.15 0.09 0.216
C 5.9823 2.6172 0.0700 -0.15 -0.05 -0.05 -1.061
C 6.1590 1.7851 -1.2025 0.24 0.10 0.03 -0.418
C 7.0464 0.5619 -0.9682 -0.18 -0.09 -0.05 -1.054
C 6.6149 -0.1567 0.3153 0.59 -0.27 -0.18 -0.261
C 6.8174 0.7678 1.5098 -0.16 -0.07 0.02 -1.164
C 2.3167 -0.7628 -0.9713 0.19 -0.13 0.17 -0.761
C 0.9335 -0.7941 -0.9107 -0.34 0.03 -0.07 -0.179
C -2.1265 0.4655 -0.2670 0.10 -0.23 -0.24 -0.486
C -3.2174 1.0907 -1.1350 0.15 0.31 0.20 -1.152
H -8.8260 -0.2536 2.6062 -0.01 -0.02 0.00 0.295
H -10.1525 -1.0500 1.7206 0.05 -0.06 0.07 0.250
H -8.4744 -1.5755 1.4622 -0.02 0.00 0.03 0.260
H -8.0713 1.7800 -0.1516 0.10 -0.05 0.14 0.326
H -7.5268 1.2927 1.4655 -0.06 0.01 -0.10 0.335
H -6.4942 -0.7607 0.4973 0.01 -0.10 -0.09 0.336
H -7.0959 -0.2976 -1.1091 0.04 -0.10 0.03 0.312
H -5.2944 -1.5398 -1.2960 0.04 0.05 -0.07 0.485
H -4.0242 -1.0643 -2.4319 -0.10 -0.05 0.03 0.279
H -3.1771 -2.7699 -0.8277 0.01 -0.04 0.01 0.433
H -3.5936 -1.7174 0.5300 -0.04 -0.01 0.05 0.219
H -1.5870 -1.0970 -1.6757 -0.01 -0.01 0.09 0.236
H 0.5721 -2.8303 1.7490 -0.06 -0.07 0.09 0.434
H 3.0444 -2.7794 1.6295 0.05 -0.08 0.08 0.448
H 3.7414 1.2145 0.3412 0.03 0.02 0.05 0.402
H 4.0250 0.4258 1.9014 -0.01 0.10 -0.08 0.454
H 5.4391 2.3576 2.1492 -0.04 -0.06 -0.02 0.410
H 6.9010 3.1685 0.2814 0.02 0.07 0.02 0.408
H 5.1857 3.3488 -0.0828 0.02 0.07 0.02 0.363
H 6.5862 2.4078 -1.9907 -0.09 -0.02 -0.06 0.461
H 5.1818 1.4469 -1.5511 -0.05 0.02 -0.06 0.088
H 6.9624 -0.1208 -1.8147 0.07 -0.03 -0.01 0.376
H 8.0923 0.8577 -0.8720 0.08 -0.02 -0.01 0.457
H 7.1077 -1.1276 0.4013 -0.06 0.12 0.02 0.494
H 7.7881 1.2579 1.5038 0.08 0.02 0.00 0.515
H 6.6968 0.2266 2.4489 0.02 -0.04 0.03 0.333
H 2.7965 -0.1915 -1.7534 0.05 0.08 -0.06 0.457
H 0.3711 -0.2373 -1.6440 -0.09 0.03 -0.04 0.433
H -1.1919 1.0134 -0.3909 0.02 0.02 0.03 0.478
H -2.4164 0.5253 0.7837 0.00 0.00 0.04 0.243
H -3.4081 2.1206 -0.8302 0.08 -0.14 -0.15 0.452
H -2.9158 1.0752 -2.1886 -0.02 0.04 0.01 0.378
```
Positions in Å, forces in eV/Å.

E, hartree: -1306.12380
Lowest unoccupied orbital energy, eV: 0.583
SMILES string: COCCC(=O)N1CCC(Oc2ccc(C(=O)N3C[C@@H]4CCC[C@H]3C4)cc2)CC1
Max |F|, hartree/bohr: 0.013